DFT (the ωB97M-V functional and the def2-TZVPD basis) results for a molecular structure, C16H18ClEuN.

## Properties
spin multiplicity: 8
ΔE to the lowest compared entry with this formula, charge and spin: 0.1150 eV
highest occupied orbital energy (spin up / spin down): 0.033 / -0.022 Eh
total charge: -2
gap between HOMO and LUMO (spin up / spin down): 4.5007 / 5.9973 eV

Geometry (Å):
C (1.672, -1.921, 0.269)
C (2.388, -0.684, 0.231)
C (2.225, -0.126, -1.071)
H (2.873, -0.204, 1.098)
C (1.394, -0.990, -1.838)
C (1.053, -2.113, -1.011)
H (0.311, -2.887, -1.265)
H (1.504, -2.518, 1.174)
H (2.614, 0.844, -1.396)
H (0.957, -0.777, -2.828)
Eu (-0.298, -0.283, 0.131)
Cl (-0.544, -0.796, 2.652)
C (-1.522, 1.956, 0.536)
C (-1.294, 2.000, -0.885)
C (0.082, 2.277, -1.103)
H (-2.009, 1.718, -1.669)
C (0.716, 2.414, 0.167)
C (-0.263, 2.212, 1.178)
H (-0.055, 2.105, 2.250)
H (-2.415, 1.543, 1.033)
H (0.578, 2.297, -2.087)
H (1.792, 2.565, 0.342)
C (-0.875, -3.827, 1.148)
C (-1.926, -3.136, 0.415)
C (-3.217, -3.713, 0.122)
C (-3.951, -2.750, -0.587)
C (-3.127, -1.598, -0.730)
C (-3.518, -0.357, -1.415)
N (-1.910, -1.881, -0.162)
H (-0.575, -3.321, 2.102)
H (0.043, -4.034, 0.546)
H (-1.321, -4.804, 1.409)
H (-3.431, -4.708, 0.428)
H (-4.929, -2.788, -1.000)
H (-4.536, -0.526, -1.808)
H (-3.582, 0.545, -0.756)
H (-2.875, -0.100, -2.295)

DFT (the ωB97M-V functional and the def2-TZVPD basis) results for 3 unconnected molecules or ions with the total composition C16H18ClF16N2O2.

## Properties
spin multiplicity: 1
highest occupied orbital energy: -0.488 Eh
total charge: +1
gap between HOMO and LUMO: 9.5633 eV

Geometry (Å):
C (-0.487, 1.727, -4.968)
C (-0.627, 0.420, -5.886)
Cl (-2.088, 0.676, -7.017)
C (-0.928, -0.948, -5.090)
C (-0.682, -0.863, -3.514)
C (-1.830, -1.006, -2.496)
N (-1.070, -0.818, -1.249)
C (0.315, -0.605, -1.497)
N (0.624, -0.636, -2.913)
H (0.262, 1.637, -4.110)
H (-0.091, 2.580, -5.644)
H (-1.511, 2.042, -4.566)
H (0.309, 0.268, -6.541)
H (-0.289, -1.820, -5.511)
H (-2.022, -1.300, -5.229)
H (-2.942, -1.185, -2.642)
H (-1.460, -0.812, -0.291)
H (1.152, -0.405, -0.748)
H (1.510, -0.491, -3.411)
C (-2.831, 4.152, 3.231)
C (-2.275, 4.592, 1.859)
C (-3.186, 4.343, 0.656)
F (-3.467, 3.036, 0.473)
F (-2.583, 4.761, -0.487)
F (-1.057, 4.025, 1.677)
F (-2.053, 5.937, 1.935)
O (-2.407, 2.876, 3.731)
C (-3.112, 1.738, 3.280)
C (-2.239, 0.797, 2.443)
F (-1.712, 1.426, 1.365)
F (-2.965, -0.247, 1.965)
F (-4.232, 2.127, 2.641)
F (-3.526, 1.090, 4.392)
H (-2.430, 4.864, 3.959)
H (-3.915, 4.274, 3.298)
H (-4.127, 4.890, 0.754)
H (-1.412, 0.400, 3.037)
C (4.682, -3.728, 1.739)
C (4.860, -2.242, 2.119)
C (4.132, -1.782, 3.383)
F (2.794, -1.923, 3.297)
F (4.358, -0.461, 3.601)
F (4.524, -1.473, 1.052)
F (6.195, -2.042, 2.317)
O (3.688, -4.037, 0.750)
C (2.354, -4.175, 1.194)
C (1.428, -3.096, 0.622)
F (1.853, -1.849, 0.935)
F (0.174, -3.215, 1.124)
F (2.331, -4.230, 2.538)
F (1.941, -5.389, 0.766)
H (5.622, -4.032, 1.269)
H (4.594, -4.374, 2.617)
H (4.484, -2.329, 4.261)
H (1.373, -3.167, -0.467)

no.,energy (eV)
1,-50226.1375
2,-79952.5499